{
  "formula": "C35H52AlAsP3S",
  "method": "ωB97M-V/def2-TZVPD",
  "energy_ha": -5264.22309,
  "charge": 3,
  "de_lowest_kcal_mol": 0.0,
  "homo_ev": [-14.9, -14.8],
  "orbital_gap_ev": [2.928, 3.843],
  "spin_multiplicity": 1,
  "elements": ["Al", "P", "P", "P", "H", "C", "C", "H", "C", "C", "C", "C", "C", "C", "C", "C", "C", "H", "H", "H", "H", "H", "H", "H", "H", "H", "H", "H", "H", "H", "H", "H", "H", "H", "H", "H", "H", "H", "H", "H", "H", "H", "H", "H", "H", "H", "C", "C", "C", "C", "C", "C", "S", "H", "H", "H", "H", "H", "H", "C", "C", "C", "C", "C", "C", "As", "C", "C", "C", "C", "C", "C", "C", "C", "C", "C", "C", "C", "H", "H", "H", "H", "H", "H", "H", "H", "H", "H", "H", "H", "H", "H", "H"],
  "coordinates": [[-0.59255, 0.41464, -3.55845], [-2.37527, 1.64310, -1.00918], [-2.46732, -2.01858, 0.62951], [1.33825, 1.41624, -2.30645], [-1.03500, -4.51527, -1.77435], [0.02481, -4.25404, -1.87650], [0.73759, -3.66631, -0.90703], [0.29166, -3.35786, 0.04885], [-3.88024, 2.22046, -1.90181], [-3.19611, 1.53797, 0.63880], [-1.59813, 3.29290, -0.74595], [-2.23377, -3.82599, 0.84968], [-3.33024, -1.76568, 2.24166], [-3.92474, -2.05458, -0.49983], [2.83768, 0.35249, -2.45747], [1.83207, 2.26302, -0.76723], [1.66216, 2.78304, -3.51215], [0.54506, -4.58623, -2.78731], [1.77941, -3.40187, -1.11622], [-4.37887, 2.98872, -1.29938], [-4.54059, 1.36165, -2.04812], [-3.60920, 2.60445, -2.88817], [-3.70955, 2.48673, 0.85784], [-2.46065, 1.33688, 1.42890], [-3.94466, 0.73724, 0.65219], [-2.37853, 4.05788, -0.63843], [-0.96195, 3.55123, -1.59908], [-0.98183, 3.27770, 0.16068], [-3.18650, -4.34998, 0.71501], [-1.85777, -4.00388, 1.86489], [-1.49551, -4.20788, 0.14237], [-4.28011, -2.31907, 2.27229], [-3.51836, -0.69897, 2.40288], [-2.66994, -2.11448, 3.04607], [-4.57746, -2.89978, -0.25022], [-3.55469, -2.17678, -1.52487], [-4.48639, -1.11365, -0.45010], [3.55278, 0.77845, -3.17261], [2.57469, -0.66511, -2.78465], [3.32584, 0.28999, -1.47631], [2.78579, 2.78528, -0.93698], [1.97661, 1.53094, 0.03638], [1.09313, 2.99961, -0.45572], [2.64047, 2.62830, -3.98397], [1.66250, 3.74033, -2.96477], [0.89491, 2.82108, -4.29896], [0.72464, -1.38354, -6.28997], [0.07439, -0.92737, -7.44959], [0.24758, -1.60687, -8.65354], [0.99933, -2.78630, -8.68743], [1.51726, -3.31635, -7.50474], [1.35984, -2.64498, -6.29627], [0.99178, -0.28798, -4.96709], [-2.15197, 0.77788, -3.32555], [-0.49672, -0.00321, -7.36486], [-0.18986, -1.20140, -9.56656], [1.15133, -3.29613, -9.64243], [2.06837, -4.26340, -7.52498], [1.73356, -3.04352, -5.35470], [1.22394, 4.99115, 4.60894], [1.51921, 4.78684, 3.25408], [1.26968, 3.54680, 2.65802], [0.71746, 2.50257, 3.41978], [0.45949, 2.68832, 4.78393], [0.69765, 3.94132, 5.37178], [0.33414, 0.81773, 2.44157], [2.19361, 0.14279, 2.46731], [2.63640, -0.65519, 1.39426], [3.95083, -1.13318, 1.39094], [4.81707, -0.82086, 2.44645], [4.37050, -0.03252, 3.51234], [3.05525, 0.45478, 3.52157], [-0.34774, -0.29253, 3.92683], [0.22081, -1.54088, 4.20673], [-0.33209, -2.33499, 5.21330], [-1.44368, -1.89529, 5.93271], [-2.02630, -0.66012, 5.63496], [-1.49001, 0.14089, 4.62115], [1.41554, 5.96440, 5.06697], [1.95216, 5.58896, 2.65167], [1.52856, 3.37958, 1.60903], [0.07971, 1.86651, 5.38946], [0.47182, 4.08564, 6.42919], [1.94938, -0.90775, 0.58026], [4.29063, -1.75535, 0.55924], [5.84232, -1.19603, 2.43883], [5.03920, 0.21284, 4.33758], [2.70991, 1.08548, 4.34335], [1.10590, -1.87883, 3.66322], [0.12066, -3.30156, 5.44073], [-1.85906, -2.51279, 6.73028], [-2.89555, -0.31122, 6.19048], [-1.93638, 1.11138, 4.39500]],
  "atomic_forces_ev_per_a": [[-0.7, 0.6, 1.0], [-0.6, 0.6, 1.0], [-0.4, -0.2, 0.5], [1.6, 0.5, -0.6], [0.5, 0.1, -0.1], [0.5, -0.1, 0.2], [-0.4, 0.3, -0.6], [0.4, -0.1, -0.5], [0.3, -0.4, -0.2], [0.0, -0.1, 0.2], [0.1, 0.1, -0.1], [0.3, -0.1, -0.1], [0.0, 0.3, 0.0], [0.2, 0.1, -0.2], [-0.1, -0.8, 0.0], [-0.7, 0.0, 0.7], [-0.3, 0.1, -0.1], [-0.4, 0.2, 0.3], [-0.2, -0.3, 0.4], [0.0, -0.1, -0.3], [-0.1, 0.2, 0.0], [-0.2, 0.1, 0.1], [0.2, -0.3, -0.1], [-0.2, 0.0, -0.1], [0.2, 0.2, 0.0], [0.3, -0.1, 0.0], [-0.1, 0.2, 0.1], [-0.1, 0.0, -0.1], [0.2, 0.0, 0.1], [-0.1, -0.1, -0.2], [-0.3, -0.2, 0.2], [0.3, 0.1, 0.1], [-0.1, -0.2, 0.1], [-0.2, 0.1, -0.1], [0.0, 0.3, -0.1], [-0.2, 0.0, 0.1], [0.1, -0.2, 0.0], [-0.3, -0.1, 0.2], [0.2, 0.4, 0.2], [-0.2, 0.0, -0.2], [-0.2, -0.3, -0.3], [0.0, 0.2, -0.2], [0.0, 0.0, -0.1], [-0.3, 0.1, 0.1], [-0.1, -0.3, -0.3], [0.3, 0.2, 0.1], [-0.2, 0.3, 0.4], [-0.4, 0.1, -1.6], [-0.8, 1.4, 0.7], [-0.1, 0.0, -0.6], [0.6, -0.5, 1.8], [0.6, -1.0, -0.7], [0.1, -0.7, -0.3], [1.0, -0.5, -0.8], [0.1, -0.2, -0.4], [0.1, -0.2, 0.3], [0.0, 0.1, 0.3], [-0.3, 0.4, 0.0], [0.1, 0.0, -0.3], [-0.1, -0.2, -0.1], [0.1, -0.3, -0.2], [-0.1, 0.4, 0.2], [-0.3, 0.0, -0.7], [-0.3, 0.4, 0.2], [0.1, -0.4, -0.3], [1.3, -0.3, 3.3], [0.2, -0.4, -1.3], [0.2, 0.2, 0.4], [-0.1, 0.0, 0.0], [-0.2, 0.0, 0.0], [-0.4, -0.1, -0.3], [0.1, 0.2, 0.0], [-0.4, 0.5, -1.0], [-0.1, -0.5, 0.1], [0.5, 0.1, -0.3], [-0.1, 0.2, 0.0], [0.2, 0.5, -0.2], [-0.4, -0.3, 0.4], [-0.1, -0.3, -0.2], [-0.1, -0.2, 0.3], [-0.2, 0.2, 0.4], [0.1, 0.3, -0.1], [0.2, -0.1, -0.3], [0.2, 0.0, 0.2], [0.0, 0.2, 0.3], [-0.3, 0.1, 0.0], [-0.2, -0.1, -0.2], [0.2, -0.2, -0.2], [-0.3, 0.0, 0.2], [-0.1, 0.3, 0.0], [0.1, 0.1, -0.3], [0.2, -0.1, -0.1], [0.0, -0.3, 0.0]],
  "mulliken_charge": [0.3231, 0.5744, 0.8369, 1.1843, 0.2928, -0.6440, -0.1674, 0.0011, -1.4354, -0.9070, -1.0520, -1.1990, -1.1130, -1.3715, -1.3074, -0.9425, -1.3111, 0.2709, 0.2889, 0.4777, 0.4008, 0.4632, 0.5607, -0.1456, 0.3532, 0.4990, 0.3509, 0.0586, 0.4521, 0.3341, 0.1211, 0.5004, 0.2949, 0.1495, 0.4753, 0.3191, 0.3482, 0.4355, 0.3301, 0.3564, 0.5115, -0.0182, 0.3678, 0.3901, 0.4448, 0.4381, 0.7203, -0.2979, -0.6072, -0.3076, -0.5414, -0.3279, -0.1559, 0.0836, 0.4267, 0.4167, 0.4387, 0.4176, 0.4060, -0.5700, -0.7579, -0.1267, 0.3532, 0.0992, -0.7735, 1.0188, -0.2820, -0.2057, -0.7567, -0.7142, -0.6788, -0.3863, 0.6086, -0.6783, -0.6420, -0.5624, -0.8570, -0.3450, 0.3996, 0.4381, 0.1766, 0.5481, 0.4418, 0.9707, 0.4551, 0.4081, 0.4524, 0.4454, 0.3707, 0.4596, 0.4328, 0.4534, 0.5412]
}